DFT (the ωB97M-V functional and the def2-TZVPD basis) results for a molecular structure, C7H13FN at a distorted geometry.

CARTESIAN COORDINATES (ANGSTROEM)
C (3.42118, -0.81864, -0.71550)
C (2.64440, -0.31331, 0.09142)
C (-0.88146, -0.54802, 1.54800)
C (0.04106, -1.24854, -0.67905)
C (-2.14562, 0.91617, -0.63948)
C (1.64940, 0.64551, 0.56099)
C (-0.12190, -0.12937, 0.30616)
N (-0.70120, 1.02368, -0.37375)
F (1.63545, 1.73221, -0.24357)
H (4.16378, -1.52296, -1.11134)
H (-1.30279, -1.51679, 1.38268)
H (-0.19003, -0.66542, 2.42082)
H (-1.60108, 0.16327, 1.87489)
H (0.54930, -0.73920, -1.56268)
H (0.57053, -2.04083, -0.18890)
H (-0.95296, -1.70320, -1.04524)
H (-2.53600, 1.68268, -1.34504)
H (-2.55811, 0.00783, -0.86862)
H (-2.71675, 1.18589, 0.36041)
H (1.78574, 0.91619, 1.58428)
H (-0.25577, 1.00315, -1.34809)
H (-0.49715, 1.96968, -0.00840)

## Properties
- Relative energy (zero: lowest compared OMol25 entry of this formula, charge and spin): 85.5 kcal/mol
- M: 130.19 g/mol
- HOMO-LUMO gap: 0.389 Eh
- Maximum force: 0.11156 Eh/bohr
- HOMO energy: -0.503 Eh
- Charge: +1